(1)
Entry from the OMol25 dataset: C41H43BrN4O5S2Sc as an isolated structure (ωB97M-V with the def2-TZVPD basis set).

Summary:
Electronic energy = -171834.836 eV
Charge = -1
Kohn-Sham gap = 6.36 eV
Relative energy (zero: lowest compared OMol25 entry of this formula, charge and spin) = 89.5 kJ/mol
LUMO = 0.0849 hartree
HOMO level = -4.04 eV

Positions of all 97 atoms, in Å:
Sc -0.8206 0.3064 -0.2920
C -0.2561 3.7293 -3.1316
C -0.8080 2.3762 -2.7501
O -0.4902 1.9926 -1.5608
C -1.5702 1.6795 -3.6450
C -2.0570 0.3357 -3.4593
C -2.6242 -0.3657 -4.6652
N -1.9680 -0.2688 -2.3215
N -2.4033 -1.5971 -2.3442
C -2.2703 -2.1221 -1.1680
O -1.8575 -1.5127 -0.1081
C -2.6284 -3.5644 -1.0050
C -2.2674 -4.2131 0.1711
C -2.5578 -5.5582 0.3460
C -3.2135 -6.2647 -0.6522
C -3.5766 -5.6193 -1.8290
C -3.2843 -4.2758 -2.0060
H -0.6569 4.4935 -2.4609
H -0.4898 4.0026 -4.1597
H 0.8286 3.7194 -2.9974
H -1.7362 2.1276 -4.6153
H -2.6867 0.3169 -5.5118
H -3.6083 -0.7808 -4.4483
H -1.9838 -1.2108 -4.9237
H -1.7367 -3.6478 0.9262
H -2.2573 -6.0585 1.2588
H -3.4382 -7.3164 -0.5184
H -4.0876 -6.1680 -2.6117
H -3.5484 -3.7599 -2.9198
N -3.1041 1.1069 -0.1669
C -3.5979 2.2613 0.5941
C -3.3377 3.5715 -0.1597
C -2.7155 4.6791 0.6941
C -1.1985 4.5292 0.7817
N -0.8368 3.1928 1.2047
H -3.4264 1.1485 -1.1285
H -3.4631 0.2410 0.2261
H -3.0760 2.2564 1.5490
H -4.6701 2.1605 0.8042
H -4.2699 3.9257 -0.6073
H -2.6510 3.3564 -0.9844
H -3.1568 4.6753 1.6979
H -2.9385 5.6611 0.2648
H -0.7784 5.3348 1.4043
H -0.7907 4.6629 -0.2237
H -0.9708 3.0180 2.1915
H 0.0945 2.9145 0.9326
Br -0.8429 -2.6784 8.0202
C -0.7569 -2.0006 6.2436
C -1.5518 -0.9213 5.8967
C -1.4850 -0.4345 4.5991
C -0.6312 -1.0145 3.6717
C 0.1545 -2.0992 4.0415
C 0.0957 -2.6020 5.3328
C -0.5525 -0.4990 2.2584
O 0.2830 -0.9874 1.4835
O -1.3554 0.4166 1.9019
H -2.2129 -0.4754 6.6269
H -2.1000 0.3995 4.2871
H 0.8018 -2.5436 3.2954
H 0.6987 -3.4497 5.6278
O 1.2233 1.3000 0.3443
S 2.2217 1.4480 -0.7812
C 3.6108 0.4275 -0.3003
C 4.2906 -0.2661 -1.2870
C 5.3404 -1.0970 -0.9211
C 5.6809 -1.2402 0.4164
C 4.9753 -0.5532 1.3972
C 3.9331 0.2879 1.0396
C 3.0041 3.0280 -0.3998
C 2.7984 3.6606 0.8147
C 3.3951 4.8926 1.0494
C 4.1893 5.4819 0.0764
C 4.3857 4.8421 -1.1414
C 3.7868 3.6161 -1.3838
H 3.9586 -0.1989 -2.3151
H 5.8669 -1.6613 -1.6799
H 6.4852 -1.9079 0.6990
H 5.2280 -0.6840 2.4418
H 3.3472 0.8008 1.7921
H 2.1765 3.1881 1.5636
H 3.2364 5.3940 1.9961
H 4.6513 6.4432 0.2631
H 4.9974 5.3046 -1.9057
H 3.9211 3.1144 -2.3362
S 0.9664 -0.9977 -1.8588
C 1.2564 -2.5993 -1.1678
C 2.0433 -2.8098 -0.0329
C 2.2683 -4.0907 0.4491
C 1.7174 -5.1960 -0.1891
C 0.9359 -5.0005 -1.3198
C 0.7112 -3.7198 -1.8020
H 2.4581 -1.9570 0.4860
H 2.8803 -4.2254 1.3351
H 1.8877 -6.1949 0.1956
H 0.4796 -5.8470 -1.8207
H 0.0884 -3.5650 -2.6751

Atomic partial charges in e from the Löwdin method, atoms 1 to 6: Sc 0.9398; C -0.0195; C -0.4759; O -0.2151; C -0.0317; C -0.3442


(2)
Entry from the OMol25 dataset: C41H44AsF4N6O7P2S6Ti as an isolated structure (ωB97M-V with the def2-TZVPD basis set).

Summary:
Electronic energy = -244926.797 eV
Charge = -2
Kohn-Sham gap (alpha / beta) = 4.59 / 4.51 eV
Relative energy (zero: lowest compared OMol25 entry of this formula, charge and spin) = 74.4 kJ/mol
LUMO (alpha / beta) = 0.1078 / 0.1051 hartree
HOMO level (alpha / beta) = -1.65 / -1.65 eV
Spin multiplicity = 2

Positions of all 112 atoms, in Å:
Ti 0.9129 0.7085 -0.3579
C -3.2334 1.7847 -1.8258
C -1.8813 2.1659 -2.3589
N -1.3351 3.2056 -1.8640
N -0.2185 3.7496 -2.4377
C 0.8925 3.8336 -1.8258
S 1.5112 3.1674 -0.3176
S 2.1193 4.8568 -2.6878
C 2.1730 4.0605 -4.3079
C 2.9687 2.7790 -4.4421
C 2.9914 2.1527 -5.6876
C 3.7236 0.9940 -5.8892
C 4.4395 0.4345 -4.8375
C 4.4128 1.0441 -3.5931
C 3.6856 2.2120 -3.3959
C -1.2733 1.2832 -3.3883
C -1.9782 0.8317 -4.4992
C -1.3720 0.0145 -5.4436
C -0.0405 -0.3565 -5.2789
C 0.6774 0.0553 -4.1686
C 0.0477 0.8474 -3.2090
O 0.6731 1.1946 -2.0932
H -3.4538 2.3627 -0.9295
H -3.2677 0.7167 -1.6004
H -4.0101 1.9944 -2.5689
H 2.6039 4.8187 -4.9683
H 1.1455 3.9019 -4.6402
H 2.4176 2.5779 -6.5050
H 3.7269 0.5190 -6.8643
H 4.9981 -0.4831 -4.9801
H 4.9397 0.6000 -2.7576
H 3.6488 2.6710 -2.4165
H -3.0104 1.1376 -4.6301
H -1.9291 -0.3190 -6.3111
H 0.4450 -0.9748 -6.0263
H 1.7106 -0.2254 -4.0114
C -4.8109 -1.8524 -0.1187
C -3.9927 -2.5872 -1.1634
C -3.8027 -4.0589 -0.8493
O -2.7498 -1.8795 -1.3749
P -1.3315 -2.0228 -0.7023
O -0.4172 -1.0070 -1.2380
C -1.5610 -1.9018 1.0754
P 0.0306 -1.7863 1.9200
O 0.7636 -0.6630 1.2952
O 0.8029 -3.1287 1.6863
C 0.8020 -4.3751 2.4327
C 1.5021 -4.2304 3.7696
C -0.6034 -4.9388 2.5345
O -0.2338 -1.7972 3.4488
C -0.8870 -0.9038 4.4043
C -0.4808 0.5261 4.1731
C -2.3832 -1.1419 4.3583
O -0.8229 -3.5000 -0.9543
C 0.2407 -3.7371 -1.9473
C 1.1153 -4.8391 -1.3986
C -0.4110 -4.0505 -3.2751
H -5.8108 -2.2861 -0.0582
H -4.9023 -0.7975 -0.3753
H -4.3514 -1.9271 0.8687
H -4.4879 -2.4974 -2.1309
H -3.3579 -4.2122 0.1363
H -3.1669 -4.5456 -1.5869
H -4.7816 -4.5418 -0.8530
H -2.1706 -2.7186 1.4629
H -2.0534 -0.9371 1.2378
H 1.4015 -5.0260 1.7965
H 0.8815 -3.7065 4.4942
H 2.4327 -3.6753 3.6594
H 1.7270 -5.2278 4.1553
H -1.2115 -4.3446 3.2218
H -0.5617 -5.9584 2.9230
H -1.0784 -4.9625 1.5521
H -0.4802 -1.2546 5.3530
H -0.8341 0.8876 3.2048
H 0.6034 0.6193 4.2082
H -0.9185 1.1618 4.9453
H -2.8167 -0.7428 3.4389
H -2.8550 -0.6239 5.1948
H -2.6170 -2.2060 4.4346
H 0.8153 -2.8153 -2.0202
H 0.5148 -5.7157 -1.1401
H 1.6496 -4.4845 -0.5196
H 1.8533 -5.1317 -2.1473
H -1.0296 -4.9495 -3.2043
H 0.3608 -4.2201 -4.0286
H -1.0278 -3.2142 -3.6101
S 5.6690 -1.8639 1.3847
As 3.7566 -1.2306 1.9195
S 2.6513 -0.7959 -1.1516
S 3.3151 0.5146 0.2556
S 3.2710 -0.6292 3.8505
F -1.9032 5.5950 3.2757
C -0.7291 4.9665 3.4519
C 0.1695 5.5468 4.3212
F -0.2332 6.6740 4.9279
C 1.4377 5.0193 4.6019
C 1.6947 3.8389 3.8833
C 0.7839 3.2537 3.0297
F 1.1481 2.0834 2.4531
C -0.4801 3.7790 2.7717
C -1.4605 3.1673 1.8658
C -1.1596 2.1271 1.0381
N -0.9988 1.1588 0.3841
C -2.8269 3.5349 1.7779
N -3.9655 3.7322 1.7085
F 2.8740 3.2203 4.0221
C 2.3623 5.6175 5.5347
C 2.1281 6.8628 6.1582
N 2.0047 7.8807 6.7000
C 3.5681 5.0010 5.9373
N 4.5655 4.5586 6.3281

Atomic partial charges in e from the Löwdin method, atoms 1 to 6: Ti 0.5130; C -0.0296; C -0.3003; N 0.0972; N -0.0340; C -0.9851


(3)
Entry from the OMol25 dataset: C41H44BN10S3SbSe4Ti as an isolated structure (ωB97M-V with the def2-TZVPD basis set).

Summary:
Electronic energy = -382352.649 eV
Charge = -2
Kohn-Sham gap = 5.49 eV
Relative energy (zero: lowest compared OMol25 entry of this formula, charge and spin) = 23.7 kJ/mol
LUMO = 0.1295 hartree
HOMO level = -1.97 eV

Positions of all 105 atoms, in Å:
Ti 0.2448 1.2841 -2.1879
N -0.3882 1.6409 -0.3342
S -0.0996 0.9507 0.9623
N -1.2092 0.1010 1.6909
S -1.1855 -1.3989 2.2644
N -0.5009 -2.5478 1.7069
S -0.7934 -1.6687 -2.0131
N 0.1509 -0.6793 -1.3033
C -2.4192 -1.8613 -1.2308
C -3.2063 -0.7154 -1.2966
C -4.5403 -0.7710 -0.9308
C -5.0960 -1.9758 -0.5134
C -4.3021 -3.1110 -0.4342
C -2.9596 -3.0540 -0.7815
C -0.1588 -3.3372 -1.8233
C -0.6450 -4.3363 -2.6526
C -0.0633 -5.5947 -2.6236
C 1.0160 -5.8411 -1.7825
C 1.5098 -4.8261 -0.9718
C 0.9240 -3.5693 -0.9917
C -0.7638 -1.1195 4.0242
C 0.1731 -1.9877 4.5547
C 0.5844 -1.8286 5.8725
C 0.0530 -0.8069 6.6481
C -0.8980 0.0533 6.1097
C -1.3101 -0.1037 4.7941
C -2.9756 -1.5395 2.5085
C -3.3979 -2.7735 2.9857
C -4.7390 -2.9748 3.2692
C -5.6526 -1.9442 3.0681
C -5.2240 -0.7233 2.5712
C -3.8784 -0.5140 2.2875
C 0.0244 2.3844 2.0691
C 1.1569 3.1901 1.9922
C 1.2139 4.3651 2.7207
C 0.1407 4.7465 3.5204
C -0.9895 3.9474 3.5788
C -1.0491 2.7631 2.8530
C 1.5047 0.2004 1.4096
C 2.4712 -0.1528 0.4863
C 3.6913 -0.6429 0.9336
C 3.9417 -0.7836 2.2915
C 2.9742 -0.4034 3.2111
C 1.7619 0.1022 2.7708
H -2.7744 0.2171 -1.6432
H -5.1442 0.1266 -0.9833
H -6.1413 -2.0238 -0.2335
H -4.7221 -4.0435 -0.0767
H -2.3251 -3.9284 -0.6786
H -1.4704 -4.1215 -3.3234
H -0.4414 -6.3781 -3.2688
H 1.4765 -6.8217 -1.7668
H 2.3504 -5.0160 -0.3156
H 1.2734 -2.7610 -0.3624
H 0.5691 -2.7590 3.9030
H 1.3251 -2.4989 6.2919
H 0.3776 -0.6791 7.6739
H -1.3138 0.8508 6.7136
H -2.0476 0.5638 4.3644
H -2.6658 -3.5628 3.1121
H -5.0754 -3.9361 3.6391
H -6.7026 -2.1015 3.2851
H -5.9376 0.0711 2.3857
H -3.5300 0.4225 1.8721
H 1.9813 2.9003 1.3511
H 2.0963 4.9902 2.6598
H 0.1847 5.6697 4.0850
H -1.8363 4.2466 4.1844
H -1.9315 2.1367 2.8768
H 2.2757 -0.0568 -0.5670
H 4.4451 -0.9194 0.2065
H 4.8915 -1.1770 2.6331
H 3.1561 -0.4945 4.2748
H 1.0244 0.4290 3.4967
C 5.3270 0.8974 -4.5119
N 3.9838 0.4451 -4.1765
C 3.4876 -0.7044 -4.9148
C 3.1421 1.0892 -3.3437
N 2.1489 0.4943 -2.7642
N 3.4067 2.4286 -3.1090
C 2.5493 3.2460 -2.4075
N 2.7560 4.5699 -2.5773
N 1.6883 2.7632 -1.5723
H 5.9810 0.0215 -4.5345
H 5.7009 1.5795 -3.7534
H 5.3579 1.3870 -5.4856
H 3.7341 -1.6496 -4.4182
H 3.9381 -0.6850 -5.9068
H 2.4069 -0.6250 -5.0432
H 2.0943 -0.4949 -2.9702
H 3.9151 2.9122 -3.8678
H 3.2643 4.8532 -3.4237
H 1.9817 5.1592 -2.3155
H 1.1572 3.4855 -1.0932
Se 3.5863 1.2575 -8.1506
Sb 2.5627 3.1123 -7.0131
Se -0.6416 0.2540 -4.2993
Se 0.4758 2.2075 -4.9073
Se 4.3463 4.1933 -5.6921
B -3.2003 4.7440 -2.4906
C -2.0329 3.6764 -2.4653
N -1.1713 2.9096 -2.4011
H -3.7142 4.7225 -3.5900
H -3.9915 4.4325 -1.6184
H -2.6996 5.8291 -2.2565

Atomic partial charges in e from the Löwdin method, atoms 1 to 6: Ti 0.4732; N -0.3745; S 0.7932; N -0.3930; S 0.6547; N -0.2631


(4)
Entry from the OMol25 dataset: C41H44BrF10GeN3P2Sc as an isolated structure (ωB97M-V with the def2-TZVPD basis set).

Summary:
Electronic energy = -240711.550 eV
Charge = -1
Kohn-Sham gap (alpha / beta) = 3.76 / 3.72 eV
Relative energy (zero: lowest compared OMol25 entry of this formula, charge and spin) = 116.5 kJ/mol
LUMO (alpha / beta) = 0.0760 / 0.0758 hartree
HOMO level (alpha / beta) = -1.69 / -1.66 eV

Positions of all 103 atoms, in Å:
Sc -0.5026 -0.9405 0.6461
C -1.2189 -0.1117 -2.5594
N -0.0537 -0.1978 -1.6783
C 0.7386 -1.4236 -1.9728
C -0.0994 -2.6920 -1.9272
N -0.9081 -2.6577 -0.7280
C -1.8775 -3.5734 -0.5449
C -2.2593 -4.6652 -1.3537
F -1.6059 -4.9434 -2.5051
C -3.2899 -5.5251 -1.0125
F -3.5964 -6.5344 -1.8379
C -4.0067 -5.3665 0.1560
F -5.0152 -6.1984 0.4674
C -3.6605 -4.3189 0.9976
F -4.3111 -4.1459 2.1506
C -2.6398 -3.4753 0.6405
F -2.2841 -2.4910 1.5097
C 0.8424 0.9530 -1.8881
C 0.2557 2.3573 -1.9010
N -0.3224 2.8046 -0.6470
C -1.3813 3.6993 -0.6807
C -2.3240 3.7248 0.3570
F -2.2158 2.8686 1.3668
C -3.3931 4.6034 0.3683
F -4.2627 4.5793 1.3764
C -3.5852 5.4856 -0.6799
F -4.6309 6.3168 -0.6867
C -2.6781 5.4919 -1.7194
F -2.8180 6.3649 -2.7207
C -1.5920 4.6351 -1.7013
F -0.6912 4.7873 -2.6874
H -0.9136 -0.0722 -3.6156
H -1.7926 0.7838 -2.3274
H -1.8632 -0.9730 -2.4032
H 1.5509 -1.4827 -1.2371
H 1.2096 -1.3245 -2.9620
H 0.6005 -3.5372 -1.9398
H -0.6954 -2.7695 -2.8426
H 1.3423 0.8388 -2.8646
H 1.6190 0.8869 -1.1343
H -0.5037 2.4354 -2.6764
H 1.0821 3.0109 -2.2184
Br -3.0869 0.0810 0.1080
C -3.4774 0.2397 1.9866
C -4.8101 0.2715 2.3318
C -5.1214 0.4482 3.6834
C -4.1158 0.6242 4.6026
C -2.7508 0.6141 4.2276
C -1.7280 0.9023 5.1566
C -0.4128 0.9541 4.7219
C -0.0734 0.6246 3.4158
C -1.0098 0.2238 2.4318
C -2.3847 0.3492 2.8637
H -5.5820 0.1688 1.5827
H -6.1589 0.4657 3.9944
H -4.3571 0.7946 5.6461
H -1.9922 1.1231 6.1841
H 0.3708 1.2321 5.4213
H 0.9800 0.6364 3.1554
C 3.6997 0.4625 -0.2081
P 2.6457 -0.4663 1.0027
C 3.4112 0.3559 2.4875
C 3.2253 -2.1182 0.8479
C 4.5580 -2.4411 0.4145
C 4.9590 -3.7246 0.1832
C 4.0799 -4.8165 0.4005
C 2.8330 -4.5414 0.9629
C 2.3982 -3.2547 1.2264
P 0.8433 -2.9119 2.0553
C 0.0015 -4.5267 2.1876
C 1.2646 -2.6298 3.8141
H 3.6025 0.0497 -1.2124
H 4.7496 0.4023 0.0821
H 3.4249 1.5203 -0.2208
H 3.2174 1.4308 2.4721
H 4.4910 0.1854 2.4692
H 3.0118 -0.0518 3.4136
H 5.2654 -1.6418 0.2244
H 5.9666 -3.9068 -0.1761
H 4.3886 -5.8346 0.2079
H 2.1896 -5.3776 1.2136
H -0.2348 -4.9222 1.2004
H -0.9256 -4.3904 2.7460
H 0.6258 -5.2447 2.7230
H 0.3487 -2.4392 4.3765
H 1.8955 -1.7492 3.9100
H 1.7907 -3.4957 4.2208
C 2.5924 4.2201 2.3857
Ge 0.8052 4.4086 1.6085
C 0.7633 5.9755 0.4222
C -0.4743 4.6183 3.0701
C 0.5349 2.7566 0.5490
H 2.8733 5.1264 2.9243
H 3.3406 4.0326 1.6133
H 2.6096 3.3877 3.0905
H 1.2873 6.8110 0.8894
H -0.2620 6.2884 0.2207
H 1.2476 5.7623 -0.5326
H -0.0651 5.3115 3.8077
H -0.6481 3.6552 3.5531
H -1.4334 5.0100 2.7316
H 0.2164 1.9482 1.2153
H 1.5432 2.5033 0.2061

Atomic partial charges in e from the Löwdin method, atoms 1 to 6: Sc 0.6373; C -0.1191; N -0.2470; C -0.1928; C -0.2316; N -0.0853